[1]
ORCA calculation (ωB97M-V/def2-TZVPD) on a single C3H3NOS molecule at a distorted geometry.

The geometry in XYZ format:
```
9
C3H3NOS ωB97M-V/def2-TZVPD
C 0.51654 -0.22393 0.06466
C 0.62699 0.96528 -0.62599
S -0.74167 1.90198 -1.03348
O -1.93881 1.13366 0.13116
C -1.77809 -0.16661 0.21293
N -0.70351 -0.88067 0.33718
H 1.25298 -0.89525 0.41707
H 1.47861 1.47529 -1.11866
H -2.68154 -0.61580 0.39899
```

Output
Calculated total energy ... -644.20670 Eh
E_HOMO ... -8.221 eV
HOMO-LUMO gap ... 7.7 eV
F_max ... 3.5 eV Å⁻¹
Molecular weight ... 101.1 g mol⁻¹
Energy relative to the best compared isomer or geometry (same formula, charge and spin) ... 50.3 kcal/mol
Total charge ... 0

These are the natural (NBO) partial charges, in e, on atoms 1 to 4: -0.05, -0.49, 0.58, -0.59

***

[2]
ORCA calculation (ωB97M-V/def2-TZVPD) on C3H3NOS as an isolated structure at a distorted geometry.

The geometry in XYZ format:
```
9
C3H3NOS ωB97M-V/def2-TZVPD
C -0.87483 -0.50460 0.19561
C 0.40253 0.32338 -0.01787
C 0.58741 1.68899 -0.38650
N -0.30500 -1.74957 0.03704
O 1.70513 2.15751 -0.43535
S 1.36204 -1.26131 -0.01963
H -1.92212 -0.24447 0.50114
H -0.41860 2.09750 -0.52230
H -0.53654 -2.50743 0.64786
```

Output
Calculated total energy ... -644.19144 Eh
E_HOMO ... -8.734 eV
HOMO-LUMO gap ... 8.7 eV
F_max ... 6.4 eV Å⁻¹
Molecular weight ... 101.1 g mol⁻¹
Energy relative to the best compared isomer or geometry (same formula, charge and spin) ... 59.9 kcal/mol
Total charge ... 0

These are the natural (NBO) partial charges, in e, on atoms 1 to 4: 0.01, -0.34, 0.34, -0.68

***

[3]
ORCA calculation (ωB97M-V/def2-TZVPD) on a 2-piece molecular cluster, C3H3NOS overall at a distorted geometry.

The geometry in XYZ format:
```
9
C3H3NOS ωB97M-V/def2-TZVPD
C -0.90875 1.37858 -0.09399
C 2.53565 0.35775 -0.05018
C -1.70411 -0.94383 0.11615
N -1.15536 0.19231 -0.02171
O 2.83865 1.46987 -0.04229
S 2.04825 -1.08627 0.07680
H 0.24236 1.46167 -0.22172
H -2.02660 -1.37456 -0.76660
H -1.87009 -1.45551 1.00353
```

Output
Calculated total energy ... -644.20242 Eh
E_HOMO ... -8.565 eV
HOMO-LUMO gap ... 9.1 eV
F_max ... 2.8 eV Å⁻¹
Molecular weight ... 101.1 g mol⁻¹
Energy relative to the best compared isomer or geometry (same formula, charge and spin) ... 53.0 kcal/mol
Total charge ... 0

These are the natural (NBO) partial charges, in e, on atoms 1 to 4: -0.02, 0.41, -0.23, -0.30